17
Properties=species:S:1:pos:R:3:forces:R:3 method="wB97M-V/def2-TZVPD" energy_ha=-724.072038 smiles="CC(=O)N[C@H]1C[C@H]1S" homo_energy_ev=-9.1 gap_ha=0.36215 e_above_lowest_kj_mol=125.4
C 1.42568 1.72159 0.86282 0.962 -0.038 1.453
C -0.04089 1.57816 1.12731 -1.383 0.202 -1.540
C -0.08625 -0.04446 -0.78637 -0.068 -0.595 -0.798
C 0.45154 -1.38678 -0.34242 -0.092 -0.397 -0.461
C -0.81121 -1.33213 -1.21446 1.138 0.317 0.599
H 1.74208 2.31418 -0.03628 -0.576 -0.635 0.833
H 1.75110 2.20648 1.81865 0.296 -0.203 -1.091
H 1.85085 0.69180 0.84491 0.012 0.786 -0.256
H -1.68433 0.61072 0.40303 0.018 0.045 0.019
H 0.35161 0.51135 -1.62545 0.198 -0.381 0.455
H 0.35838 -1.65454 0.71346 -0.174 0.292 -0.341
H 1.31443 -1.85772 -0.82805 -0.264 0.464 0.135
H -0.64528 -1.70764 -2.22401 -0.091 0.519 0.145
H -2.20041 -2.96864 -0.33783 -0.276 0.686 0.006
N -0.71301 0.78241 0.18475 0.003 0.663 1.181
O -0.64231 2.17307 2.00880 0.481 -0.719 -0.526
S -2.42199 -1.63785 -0.56885 -0.184 -1.006 0.188

17
Properties=species:S:1:pos:R:3:forces:R:3 method="wB97M-V/def2-TZVPD" energy_ha=-724.046178 smiles="C=C[C@H](OC)C(N)=S" homo_energy_ev=-8.3 gap_ha=0.33114 e_above_lowest_kj_mol=193.3
C -1.81448 1.83201 0.10304 1.033 0.108 0.642
C -0.01844 0.41116 -0.55800 0.194 -1.471 -0.640
C 1.47031 0.51680 -0.87060 0.084 -0.774 -0.269
C 2.25500 1.56876 -0.63252 -2.205 -0.426 0.718
C -0.22784 -0.85360 0.31445 0.204 -0.001 1.398
H -2.38824 1.06022 0.63379 -0.011 -0.004 -0.598
H -1.95777 2.76350 0.61782 0.131 0.388 0.615
H -2.09627 2.07504 -0.89456 -0.616 -0.548 -0.964
H -0.61013 0.10674 -1.49026 0.641 1.153 0.851
H 1.87180 -0.43589 -1.26832 -0.189 0.801 -0.050
H 1.83139 2.41106 -0.06271 0.494 -0.209 -0.655
H 3.25860 1.51583 -0.93779 1.186 0.204 -0.078
H -0.55634 0.51845 1.81045 0.857 -2.518 -0.434
H -0.39492 -1.14875 2.41814 -0.074 -0.096 -1.040
N -0.36989 -0.52974 1.60635 -0.651 2.893 1.177
O -0.39613 1.56042 0.12352 -1.183 0.563 -0.155
S -0.19920 -2.40576 -0.19984 0.105 -0.062 -0.516

16
Properties=species:S:1:pos:R:3:forces:R:3 method="wB97M-V/def2-TZVPD" energy_ha=-648.642336 homo_energy_ev=-8.5 gap_ha=0.31217 e_above_lowest_kj_mol=553.5
C -0.51421 1.14631 -1.87770 0.093 2.296 -2.473
C -0.87245 1.21792 -0.30716 2.472 -2.325 -1.897
C -0.20267 0.39347 0.56769 -0.504 -2.104 0.153
C -0.51809 0.15966 2.01628 -1.919 2.734 2.680
C 0.73355 -0.66838 0.02945 -0.720 -1.379 -0.709
H -0.50664 -0.06619 -2.51144 -0.067 4.202 2.152
H -1.37558 1.94312 -2.43805 2.568 -2.809 1.431
H 0.67691 1.88876 -2.18210 -3.655 -2.751 1.013
H -1.70121 1.88803 -0.13116 0.177 -0.033 0.697
H -1.03416 1.17902 2.22053 0.817 -1.357 0.544
H -1.48604 -0.55846 2.35341 3.324 1.255 -1.193
H 0.48400 0.17634 2.70402 -2.741 -0.669 -1.628
H 0.70865 -0.42801 -1.04654 1.355 -1.060 0.160
H 2.54501 -3.54599 0.48372 0.422 -0.568 0.770
N 1.14434 -1.81003 0.58747 -0.958 3.640 -1.090
S 1.91859 -2.91558 -0.46841 -0.665 0.928 -0.609

16
Properties=species:S:1:pos:R:3:forces:R:3 method="wB97M-V/def2-TZVPD" energy_ha=-648.717511 homo_energy_ev=-9.3 gap_ha=0.36565 e_above_lowest_kj_mol=356.1
C -0.04297 0.43206 -0.57156 0.058 5.879 -4.216
C -0.05983 0.98894 0.85617 -1.286 -0.844 -1.425
C 0.27999 -0.35714 1.45209 4.170 -0.440 2.731
C -0.69672 -1.21365 0.76083 -0.664 -8.249 -0.095
C -1.20235 -0.32477 -0.14925 -4.453 1.094 -3.980
H 1.30120 -0.05148 -2.69645 -0.148 0.074 1.653
H -0.54081 1.30770 -1.22322 1.608 -1.658 0.764
H 0.27573 2.01275 1.08531 0.245 -0.928 0.331
H 1.39171 -0.73027 1.14428 -2.441 1.082 1.133
H 0.18261 -0.29073 2.52484 0.187 -0.521 0.430
H -0.27664 -2.00936 0.01962 0.409 0.847 1.700
H -1.59861 -1.85877 1.11560 1.807 1.449 0.978
H -1.88346 -0.81453 -0.95857 0.686 1.350 1.526
H -1.94024 1.62692 0.20720 0.496 -1.804 1.189
N -1.60469 0.77512 0.79997 -0.303 2.879 -1.655
S 1.54079 -0.11068 -1.30676 -0.370 -0.208 -1.064

18
Properties=species:S:1:pos:R:3:forces:R:3 method="wB97M-V/def2-TZVPD" energy_ha=-583.848457 homo_energy_ev=-6.5 gap_ha=0.21373 e_above_lowest_kj_mol=79.2
O -0.14966 -1.81291 -1.30268 -0.449 -1.139 0.073
C -0.00564 -0.84573 -0.55957 -2.098 -0.215 4.811
O -0.06313 0.34801 -1.12895 1.716 1.673 -0.864
C 0.72948 1.46212 -0.66975 -0.211 -0.634 0.245
C -0.30609 -0.76783 1.24366 -0.088 -0.622 -3.328
H -0.02063 0.08495 1.88410 -0.565 -0.047 -0.415
C -1.39872 -1.65543 1.81331 0.072 0.140 -0.082
H -2.16150 -1.06746 2.34592 0.296 -0.118 -0.064
H -1.94734 -2.18271 1.01398 0.299 -0.021 0.152
H -0.98028 -2.39736 2.52008 -0.098 0.141 -0.077
C 0.69080 2.50791 -1.75680 0.048 0.216 -0.108
H 1.75317 1.11054 -0.48339 -0.206 0.110 0.014
H 0.31064 1.83067 0.27455 0.034 -0.011 -0.107
H 1.25650 2.17637 -2.63756 -0.200 0.085 0.214
H 1.13764 3.43773 -1.38168 -0.078 -0.163 -0.131
H -0.34377 2.71647 -2.05999 0.261 -0.062 0.105
Na 0.59969 -3.51777 0.06074 -0.103 0.773 -0.159
O 0.89885 -1.42757 0.82401 1.370 -0.106 -0.279

15
Properties=species:S:1:pos:R:3:forces:R:3 method="wB97M-V/def2-TZVPD" charge=+1 energy_ha=-270.758167 homo_energy_ev=-14.8 gap_ha=0.43276 e_above_lowest_kj_mol=206.1
C 0.40521 -0.22533 -1.59863 0.123 -0.816 -0.469
C 0.79828 -0.88815 -0.53347 0.936 -0.666 -1.787
C -0.75149 0.62895 -1.40929 -1.921 -1.981 3.901
C -1.11341 0.22056 0.25216 -2.876 -2.840 -4.611
C 0.74282 -0.05523 1.78857 2.463 -0.363 1.887
O 0.05243 -0.62938 0.64407 -1.398 0.933 0.577
H 0.93618 -0.19020 -2.54216 0.041 -0.619 0.074
H 1.45696 -1.74616 -0.57772 0.249 0.306 0.938
H -0.30198 1.53411 -1.34600 0.543 3.572 -0.028
H -1.63101 0.64222 -2.06720 0.503 -0.445 0.261
H -1.44773 1.05160 0.79211 1.073 1.359 1.566
H -2.02234 -0.49976 0.39070 1.741 1.051 -0.833
H 0.53832 1.03731 1.79017 0.230 -0.925 0.255
H 0.48345 -0.61825 2.75170 -0.284 0.984 -1.598
H 1.85430 -0.26229 1.66499 -1.422 0.451 -0.134

17
Properties=species:S:1:pos:R:3:forces:R:3 method="wB97M-V/def2-TZVPD" charge=-1 energy_ha=-744.505497 homo_energy_ev=-2.4 gap_ha=0.19833 e_above_lowest_kj_mol=361.8
O -3.55580 0.66286 -0.96215 1.679 -2.188 3.308
C -3.17685 -0.09992 -0.06419 -5.727 -2.744 -2.917
O -3.40098 -1.14924 0.54736 1.175 3.718 -1.564
C -1.08970 0.44063 0.33487 4.029 -0.748 -1.397
C -0.36121 -0.82790 -0.17603 -0.563 0.801 0.342
C -0.43332 0.38910 -1.07061 -2.187 -1.123 0.903
S 2.71362 -0.34105 -0.94391 0.631 -0.082 -0.096
C 3.13728 0.15099 0.77013 2.283 0.230 -1.585
H -0.46799 1.00464 1.04192 -0.899 -0.039 0.122
H -2.16745 0.49214 0.53643 1.121 1.137 1.109
H 0.60200 -1.06926 0.29803 -0.512 0.281 -0.452
H -0.95500 -1.69873 -0.45172 0.004 0.304 0.083
H 0.45137 0.92798 -1.23023 1.133 0.645 0.072
H -1.08461 0.33752 -1.94715 0.043 -0.075 0.419
H 4.23186 -0.07843 0.97100 -1.162 0.328 -0.033
H 2.56669 -0.35682 1.47950 -1.068 -0.887 1.372
H 2.99010 1.21547 0.86674 0.016 0.442 0.315

17
Properties=species:S:1:pos:R:3:forces:R:3 method="wB97M-V/def2-TZVPD" charge=-1 energy_ha=-744.481050 homo_energy_ev=-3.0 gap_ha=0.23348 e_above_lowest_kj_mol=426.0
C -0.21230 -1.10983 -0.49057 -1.697 2.801 0.807
C -1.59795 -0.94988 0.02946 -0.013 -0.770 2.273
C -1.03129 0.12042 -0.90815 0.318 -1.456 2.517
C -1.63043 2.41350 -0.83234 0.086 -0.606 0.092
C -0.77785 1.46568 -0.39580 -0.174 2.077 -0.076
O 3.65365 0.41101 2.03440 0.035 2.735 -0.426
O 4.67273 -1.76050 2.01813 0.067 -0.297 0.128
S 3.42457 -0.99404 2.16644 -0.751 -3.092 -0.959
H 0.67384 -0.98720 0.04251 1.168 0.240 1.171
H -0.14120 -1.70873 -1.28794 0.518 -2.617 -2.616
H -2.27280 -1.68932 -0.36491 -0.427 0.110 -0.389
H -1.79514 -0.88609 1.17757 0.652 0.644 -2.252
H -1.43155 0.08460 -1.87555 -0.490 0.016 -1.189
H -2.46401 1.93806 -1.29805 -0.729 0.098 -0.852
H 2.57907 -1.53772 0.58262 0.731 0.647 1.285
H -1.71833 3.50055 -0.85485 0.731 -0.308 0.788
H 0.06897 1.68949 0.25703 -0.026 -0.222 -0.302

20
Properties=species:S:1:pos:R:3:forces:R:3 method="wB97M-V/def2-TZVPD" charge=+1 s_squared=3.752 energy_ha=-1088.723857 spin_multiplicity=4 homo_energy_ev="-9.7 / -9.7" gap_ha="0.11716 / 0.11801"
C 2.97142 -0.71284 -1.00893 -0.109 0.252 -0.005
C 1.60890 -0.95174 -0.40446 -0.745 -0.617 0.138
O 0.90535 0.26079 -0.08139 0.678 1.218 -0.039
Pr 2.19403 2.41090 0.00098 -1.198 -1.520 -0.007
H 3.41720 -1.67789 -1.28359 0.009 0.342 0.069
H 2.89948 -0.11205 -1.92740 0.058 -0.090 0.044
H 3.65900 -0.23842 -0.29165 0.108 -0.040 -0.012
H 1.69355 -1.56579 0.50476 0.056 0.199 -0.170
H 0.99202 -1.52633 -1.11316 0.171 0.191 0.117
C -0.69390 -0.06848 0.37345 0.410 -0.930 1.168
C -1.36683 1.29840 0.31079 -1.606 -1.044 0.333
O -2.57257 1.28119 1.03676 2.551 2.144 1.218
C -3.57346 0.46332 0.52111 -1.339 -1.264 -4.105
O -3.18361 -0.70845 0.26205 0.341 0.255 0.855
O -4.56946 1.05764 0.10916 0.342 -0.244 1.416
O -0.61380 -0.53244 1.66564 0.421 0.274 -1.573
H -0.92863 -0.78611 -0.42303 -0.151 0.264 0.566
H -1.57245 1.56408 -0.73563 0.244 0.009 -0.032
H -0.71659 2.04765 0.78732 0.123 0.179 0.177
H -0.54965 -1.50343 1.69723 -0.365 0.422 -0.158

17
Properties=species:S:1:pos:R:3:forces:R:3 method="wB97M-V/def2-TZVPD" charge=-1 energy_ha=-1067.471796 homo_energy_ev="-1.8 / -1.8" gap_ha="0.19191 / 0.19161" e_above_lowest_kj_mol=167.7
C -3.22560 0.27720 -0.07554 0.374 0.784 1.019
C 1.01833 -1.58283 1.27165 -1.612 4.416 0.836
C -0.57803 2.87024 0.67794 2.538 2.621 -0.230
C -0.19608 -1.11290 0.43276 0.660 -1.835 0.097
C -0.59378 0.29912 0.56151 -1.830 1.177 0.277
O -3.72987 1.33058 0.16242 0.877 -0.937 -0.513
S -3.41663 -1.29300 -0.42499 -0.186 -0.069 -0.265
S 0.29291 1.62245 -0.27127 0.172 -0.345 -0.160
H 1.89917 -1.04827 0.94479 0.415 -0.095 0.255
H 1.09180 -2.56327 1.32259 0.856 -5.021 -0.879
H 0.78796 -1.43694 2.32624 0.278 1.014 0.335
H -1.60706 2.81464 0.44948 -1.165 0.033 -0.024
H -0.13821 3.95861 0.39254 -1.059 -2.464 0.646
H -0.36499 2.67845 1.74934 -0.304 0.303 -0.502
H -1.03115 -1.83319 0.61343 0.113 0.778 0.370
H 0.09762 -1.50392 -0.54829 -0.263 0.990 -0.652
H -0.71644 0.75037 1.58807 0.136 -1.351 -0.611

15
Properties=species:S:1:pos:R:3:forces:R:3 method="wB97M-V/def2-TZVPD" energy_ha=-537.069242 smiles="C=[P@]1(C)[C@@H]2C[C@@H]21" homo_energy_ev="-7.5 / -7.5" gap_ha="0.28604 / 0.28608" e_above_lowest_kj_mol=378.3
C -0.56406 1.26160 -1.80419 0.477 -0.961 2.045
C -1.38910 -1.24191 0.80124 -2.780 -4.396 1.093
C -0.08790 -1.15085 0.08029 -0.532 1.014 0.641
C -0.37852 -0.55249 1.50726 1.690 1.733 -0.902
C 1.71884 1.01467 -0.02776 0.418 -0.226 -1.595
P 0.00936 0.57903 -0.28777 -0.249 -1.128 -0.462
H -0.73853 2.34168 -1.86643 -0.030 -0.550 -0.086
H -1.10552 0.53741 -2.41801 -0.296 0.539 0.269
H -2.34834 -0.79663 0.53450 0.328 0.113 -0.492
H -1.60153 -2.36253 1.18488 0.442 2.421 -0.814
H 0.50752 -2.02302 -0.08757 0.257 -0.178 -0.447
H 0.07866 -0.83299 2.48803 -0.264 0.501 -1.186
H 2.07686 0.30722 0.76305 0.087 1.024 -0.688
H 2.16196 0.83667 -1.12021 -0.441 0.591 2.696
H 1.66032 2.08214 0.25270 0.894 -0.498 -0.071

15
Properties=species:S:1:pos:R:3:forces:R:3 method="wB97M-V/def2-TZVPD" energy_ha=-536.942482 homo_energy_ev="-8.0 / -8.0" gap_ha="0.28818 / 0.25486" e_above_lowest_kj_mol=711.1
C 1.13752 1.82178 -0.01617 -3.048 0.530 0.077
C -1.90425 0.52297 -0.03827 -0.281 -1.278 -0.437
C -1.00738 -0.55140 -0.61607 0.306 0.444 0.677
C -0.96528 -0.11103 0.91584 1.720 -0.228 -1.827
C 1.75089 -1.13067 0.18709 2.491 0.763 -0.469
P 0.56236 0.23936 -0.04376 -0.417 -1.082 0.773
H 1.86964 2.00119 -0.74953 1.170 0.539 -0.661
H 0.23912 2.58379 -0.03078 1.973 -1.426 0.122
H -1.74083 1.52012 -0.41689 -0.656 0.353 0.310
H -2.86764 0.05725 0.07791 -0.778 0.818 -0.193
H -1.99812 -2.08606 -1.98031 0.538 0.759 0.831
H -1.13602 -0.65334 1.83064 -0.040 0.051 0.064
H 1.10957 -1.92148 0.51927 -0.071 -0.813 -0.111
H 2.51212 -1.44142 -0.66842 -2.175 0.752 1.432
H 2.43831 -0.85104 1.02945 -0.731 -0.181 -0.586

15
Properties=species:S:1:pos:R:3:forces:R:3 method="wB97M-V/def2-TZVPD" energy_ha=-537.047800 homo_energy_ev="-7.7 / -8.0" gap_ha="0.29593 / 0.27382" e_above_lowest_kj_mol=434.6
C 0.01905 -0.96707 -1.03654 2.475 3.114 1.895
C -0.38266 0.12740 -1.58384 0.123 0.455 -0.801
C 1.05134 -1.15954 0.06712 -1.631 -2.908 0.371
C -0.44259 0.48805 1.99905 -1.215 -2.550 -0.913
C -0.26234 1.55675 -1.42100 2.109 0.085 -1.713
P 0.09595 -1.16856 1.81808 0.536 -0.922 -2.212
H -0.38842 -1.79566 -1.37430 -1.841 -4.268 -1.455
H 1.44821 -2.21644 -0.14929 -0.360 1.395 0.853
H 1.88332 -0.52933 0.11231 1.044 1.309 -0.099
H 0.26525 1.13900 2.35810 1.052 1.892 0.825
H -1.50811 0.51560 2.11361 -0.254 0.922 0.262
H 0.51431 2.12262 -2.03019 -0.928 -0.998 0.481
H -0.05977 1.70861 -0.41663 0.602 0.642 2.252
H -1.19408 1.95856 -1.59266 -2.104 1.375 -0.565
H -1.03948 -1.78000 1.13619 0.392 0.455 0.818

11
Properties=species:S:1:pos:R:3:forces:R:3 method="wB97M-V/def2-TZVPD" energy_ha=-869.579657 smiles="O=C1C=C(N=C=S)C(=O)O1" homo_energy_ev=-10.5 gap_ha=0.31064 e_above_lowest_kj_mol=191.6
O 2.96946 -1.25735 -0.69664 -7.056 5.227 2.688
C 1.91214 -0.54067 -0.29226 4.586 -4.418 -1.606
C 0.44425 -1.17990 0.06214 -0.811 6.223 1.271
C -0.31450 0.05465 0.47531 2.406 -4.577 -1.627
N -1.74878 -0.09933 0.93225 -2.622 1.246 -6.570
C -2.64219 -0.01672 -0.10690 2.239 1.726 1.299
S -3.67582 0.39448 -1.41786 3.339 -1.730 4.628
C 0.67434 1.36933 0.37216 -2.082 4.906 1.820
O 0.31734 2.62051 0.69750 2.933 -8.768 -2.491
O 2.02976 0.93335 -0.08335 -4.265 -2.301 0.733
H 0.03399 -2.27835 0.05765 1.333 2.468 -0.145